No. 1
7 unconnected molecules or ions with the total composition C25H63NO8 at a distorted geometry, computed with the ωB97M-V functional and the def2-TZVPD basis.

The total energy is -1646.7160 a.u. Its energy relative to the best compared isomer or geometry (same formula, charge and spin) is 104.3 kJ/mol. Its SMILES is C[N+](=O)[O-].CCOCC.CCOCC.CCOCC.CCOCC.CCOCC.CCOCC.

Geometry as ORCA input:
```
! wB97M-V def2-TZVPD RIJCOSX def2/J DEFGRID3
* xyz 0 1
C -3.57927 1.91703 0.73567
N -5.04841 1.57998 0.92115
O -5.91251 2.34175 0.41179
O -5.33043 0.62285 1.69155
H -3.42799 2.50173 -0.17171
H -3.01268 0.98596 0.72286
H -3.29409 2.46344 1.63469
C -0.26057 3.96362 -0.63588
C 0.85568 2.98194 -1.03364
O 1.24286 2.19884 0.07774
C 2.09695 1.05115 -0.09203
C 1.58936 -0.17692 0.62658
H -0.24031 4.88725 -1.21431
H -1.20690 3.46317 -0.84110
H -0.15434 4.23245 0.41509
H 0.52800 2.31033 -1.82716
H 1.77650 3.46255 -1.36411
H 2.14941 0.81378 -1.15458
H 3.10979 1.31068 0.21602
H 2.31674 -0.92986 0.32311
H 0.61102 -0.51502 0.28504
H 1.64959 -0.19950 1.71468
C 4.30877 -2.81355 -2.23932
C 4.97575 -4.10612 -2.61293
O 5.95408 -4.50565 -1.63789
C 6.65800 -5.65149 -2.02305
C 7.83679 -6.01751 -1.10450
H 3.90555 -2.88547 -1.22920
H 4.98235 -1.97870 -2.43274
H 3.48998 -2.69332 -2.94871
H 4.18908 -4.85977 -2.64870
H 5.40456 -3.92653 -3.59881
H 5.97868 -6.50390 -2.02625
H 7.08191 -5.41502 -2.99900
H 7.49263 -6.42820 -0.15530
H 8.44181 -5.17083 -0.78019
H 8.35735 -6.79068 -1.66958
C -3.34082 5.50897 2.67985
C -4.30147 5.42034 1.45044
O -3.53504 5.30410 0.25761
C -4.27157 5.49999 -0.93745
C -3.28903 5.27734 -2.09131
H -3.91062 5.83251 3.55092
H -2.95530 4.51789 2.91907
H -2.44693 6.13213 2.70680
H -4.96231 4.55413 1.48309
H -4.91924 6.31716 1.40362
H -5.15089 4.85629 -0.96097
H -4.66836 6.50585 -1.07488
H -3.65506 5.24286 -3.11744
H -2.74903 4.33855 -1.96818
H -2.51942 6.04674 -2.02934
C -2.68149 -1.97246 0.21130
C -2.58722 -3.45959 0.11446
O -3.89542 -3.93591 0.12111
C -3.92600 -5.40212 0.13042
C -5.30002 -5.88056 0.43065
H -1.66615 -1.57675 0.18702
H -3.32584 -1.63812 -0.60181
H -3.06087 -1.72480 1.20268
H -2.16224 -3.70033 -0.85998
H -1.97452 -3.82582 0.93822
H -3.47013 -5.75204 -0.79578
H -3.30084 -5.71572 0.96644
H -6.08054 -5.35690 -0.12134
H -5.52337 -5.72135 1.48558
H -5.38714 -6.95191 0.24980
C 2.25707 0.44054 5.42245
C 3.62228 0.31176 4.54823
O 4.81609 0.69493 5.23870
C 6.02551 0.45722 4.45845
C 7.11160 0.93832 5.38010
H 1.38373 0.30026 4.78552
H 2.26806 -0.39260 6.12521
H 2.16117 1.43932 5.84831
H 3.67667 -0.76474 4.38610
H 3.60142 0.85520 3.60359
H 6.12879 -0.58478 4.15568
H 5.96553 1.05451 3.54864
H 8.10515 0.80502 4.95209
H 7.11583 0.26560 6.23773
H 6.91464 1.96743 5.68049
C -0.72495 -1.00560 -2.94965
C -1.70397 -1.12472 -4.16402
O -2.95417 -0.53426 -3.78328
C -3.00934 0.90299 -3.94800
C -4.21841 1.59317 -3.40086
H -1.12868 -1.36716 -2.00395
H 0.17894 -1.60284 -3.06963
H -0.41088 0.01172 -2.71612
H -1.12039 -0.65216 -4.95410
H -1.75279 -2.14648 -4.54050
H -2.17113 1.42193 -3.48300
H -3.00894 1.13190 -5.01370
H -5.16693 1.12421 -3.66258
H -4.25924 2.65681 -3.63554
H -4.20150 1.54155 -2.31220
*
```

Löwdin atomic charge list, values in e, 8 entries: atom 1 (C): 0.0570, atom 2 (N): -0.3684, atom 3 (O): 0.0239, atom 4 (O): 0.0369, atom 5 (H): 0.0731, atom 6 (H): 0.0835, atom 7 (H): 0.0932, atom 8 (C): -0.0499

No. 2
A molecular structure, C5H12FIN at a distorted geometry, computed with the ωB97M-V functional and the def2-TZVPD basis.

The total energy is -649.7308 a.u. Its energy relative to the best compared isomer or geometry (same formula, charge and spin) is 32.8 kJ/mol.

Geometry as ORCA input:
```
! wB97M-V def2-TZVPD RIJCOSX def2/J DEFGRID3
* xyz 1 1
C -1.59384 -0.34332 -0.28184
C -0.30204 1.65526 0.43696
C 0.77626 -1.47271 1.55165
C -0.19333 0.30032 -0.23198
C 0.90160 -0.60441 0.34386
N 0.23076 0.50067 -1.68145
F 0.94180 -1.78898 -0.87913
I 2.91554 0.31059 -0.01868
H -1.79228 -0.58727 0.74860
H -2.36614 0.47562 -0.65749
H -1.61869 -1.24298 -0.87743
H -0.75321 2.42911 -0.14792
H 0.57939 2.08182 0.87673
H -0.96236 1.67400 1.25667
H -0.22357 -1.76687 1.67414
H 1.32117 -2.37120 1.35237
H 1.17909 -0.76376 2.35437
H 0.76439 -0.38435 -1.94714
H 0.85864 1.36700 -1.72425
H -0.66317 0.53144 -2.14805
*
```

Löwdin atomic charge list, values in e, 8 entries: atom 1 (C): -0.0039, atom 2 (C): -0.0398, atom 3 (C): -0.0559, atom 4 (C): -0.5766, atom 5 (C): -0.5689, atom 6 (N): 0.1728, atom 7 (F): -0.2430, atom 8 (I): 0.9854

No. 3
2 unconnected molecules or ions with the total composition C17H19NO at a distorted geometry, computed with the ωB97M-V functional and the def2-TZVPD basis.

The total energy is -789.1535 a.u. Its energy relative to the best compared isomer or geometry (same formula, charge and spin) is 219.4 kJ/mol. Its SMILES is CCc1c[nH]c2ccccc12.Cc1ccc(O)cc1.

Geometry as ORCA input:
```
! wB97M-V def2-TZVPD RIJCOSX def2/J DEFGRID3
* xyz 0 1
C -3.26498 1.73535 -0.69551
C -2.65835 3.12207 -0.72215
C -2.32402 0.67136 -0.17219
C -1.89114 0.64558 1.11555
C -1.66953 -0.38577 -0.86487
C -0.90535 -1.05887 0.09952
C -1.77448 -0.99638 -2.13716
C -0.51184 -2.40516 -0.06486
C -1.33793 -2.27705 -2.36794
C -0.82970 -2.99870 -1.25285
N -1.06591 -0.44119 1.31580
H -4.14566 1.63922 -0.05215
H -3.66453 1.48290 -1.67724
H -2.04324 3.27855 -1.61054
H -1.93646 1.41425 1.86300
H -0.48806 -0.50185 2.13465
H -2.00294 -0.30348 -2.94284
H 0.03806 -3.00107 0.65084
H -1.46907 -2.70724 -3.34996
H -0.77674 -4.06593 -1.40222
H -2.01865 3.33536 0.13783
H -3.35790 3.95391 -0.78482
C 2.81470 -0.52946 -1.60898
C 3.38698 -0.27631 2.16091
C 3.56842 -0.53842 0.80643
C 2.27072 0.41683 2.58677
C 2.65544 -0.13373 -0.16119
C 1.49791 1.01917 1.57833
C 1.56693 0.64092 0.27115
O 1.67421 0.36861 3.81651
H 4.06423 -0.65783 2.91078
H 4.43952 -1.02000 0.37771
H 2.09818 -0.27323 4.38842
H 0.80700 1.75601 1.94564
H 3.38338 -1.45018 -1.67021
H 3.26936 0.29533 -2.15897
H 0.77848 0.90975 -0.41030
H 1.82296 -0.66335 -2.05290
*
```

Löwdin atomic charge list, values in e, 8 entries: atom 1 (C): -0.2010, atom 2 (C): -0.1057, atom 3 (C): -0.1902, atom 4 (C): -0.0589, atom 5 (C): -0.1421, atom 6 (C): -0.2403, atom 7 (C): -0.0393, atom 8 (C): -0.0129

No. 4
A molecular structure, C3H3F3O at a distorted geometry, computed with the ωB97M-V functional and the def2-TZVPD basis.

The total energy is -490.7224 a.u. Its energy relative to the best compared isomer or geometry (same formula, charge and spin) is 188.7 kJ/mol. As for the expectation value of S²: 2.0118.

Geometry as ORCA input:
```
! wB97M-V def2-TZVPD RIJCOSX def2/J DEFGRID3
* xyz 0 3
C -1.74987 -0.27707 0.21279
C -0.47128 -0.64842 -0.60153
C 2.01703 0.86853 -0.10648
O 0.82699 0.67520 -0.17221
F 0.15756 -1.67246 -0.03125
F 2.88872 -0.10769 0.23960
F -2.27954 0.73785 -0.50648
H -1.45755 -0.05264 1.23481
H -2.49906 -1.18893 0.31652
H 2.56700 1.66563 -0.58577
*
```

Löwdin atomic charge list, values in e, 8 entries: atom 1 (C): -0.2113, atom 2 (C): -0.0396, atom 3 (C): -0.2319, atom 4 (O): 0.0473, atom 5 (F): 0.0225, atom 6 (F): 0.0593, atom 7 (F): -0.0347, atom 8 (H): 0.1055

No. 5
A molecular structure, C23H63BeF3O21 at a distorted geometry, computed with the ωB97M-V functional and the def2-TZVPD basis.

The total energy is -2807.7184 a.u. As for the expectation value of S²: 0.7679.

Geometry as ORCA input:
```
! wB97M-V def2-TZVPD RIJCOSX def2/J DEFGRID3
* xyz 1 2
Be 17.02556 15.75821 -7.95950
C 17.70354 16.00667 -4.63795
O 16.54430 16.61090 -5.40421
O 18.06833 15.06295 -5.59571
C 18.71823 17.03338 -4.29070
F 18.37269 17.41275 -3.04605
F 19.96991 16.65656 -3.99263
F 18.81916 18.12018 -5.12209
C 15.80107 17.54519 -4.70591
C 14.59648 16.85619 -4.01372
H 14.33407 15.87530 -4.41006
H 14.75213 16.72241 -2.94321
H 13.71405 17.48333 -3.88672
H 15.40224 18.07306 -5.57217
H 16.20302 18.30509 -4.03578
H 17.33301 15.45427 -3.77444
C 13.34212 16.61560 -7.39651
O 14.16361 15.54322 -7.76037
H 13.33071 17.07914 -8.38297
H 12.33126 16.30146 -7.13657
H 13.67903 17.36544 -6.68074
C 21.26952 15.27233 -7.78113
C 21.99528 15.96025 -8.86291
O 21.47122 17.29590 -8.94967
O 19.85021 14.99121 -7.95735
H 21.29082 15.84463 -6.85371
H 21.81235 14.37218 -7.49272
H 22.02444 15.43037 -9.81500
H 23.00395 16.04801 -8.45920
H 21.85680 17.70717 -9.72671
H 19.55150 14.57829 -7.14380
C 18.52143 18.84682 -8.78078
C 17.04633 19.03846 -9.23349
O 16.06571 18.56280 -8.40631
O 18.91145 17.56536 -8.32176
H 18.80206 19.47951 -7.93873
H 19.17474 19.08948 -9.61887
H 16.88812 18.53151 -10.18536
H 16.83408 20.10014 -9.35952
H 16.06603 19.02211 -7.56332
H 19.86808 17.59879 -8.39489
C 21.16985 14.49499 -1.93657
C 20.49993 15.63164 -1.23205
O 21.31243 16.76524 -1.17443
O 22.52689 14.39868 -1.58874
H 21.15334 14.72391 -3.00213
H 20.66882 13.52741 -1.96596
H 20.22099 15.28285 -0.23774
H 19.60959 15.92056 -1.79053
H 22.19847 16.47326 -0.94800
H 23.16130 14.55846 -2.29131
C 23.54465 18.56028 -5.96377
C 22.36676 18.61818 -5.03257
O 22.65815 19.59454 -4.06785
O 23.39920 19.49827 -6.99831
H 23.52965 17.63959 -6.54705
H 24.51663 18.63045 -5.47546
H 22.34916 17.68294 -4.47300
H 21.44059 18.86225 -5.55290
H 22.32780 20.35114 -4.55778
H 24.08800 19.47552 -7.66661
C 20.27290 11.52385 -6.23857
C 20.13582 10.02616 -6.69680
O 19.66573 9.00711 -5.83762
O 19.03563 12.18424 -5.92360
H 20.67564 12.04733 -7.10567
H 20.96676 11.55697 -5.39859
H 21.09343 9.67059 -7.07712
H 19.40621 10.04601 -7.50636
H 20.45422 8.59417 -5.47797
H 19.16332 13.11017 -5.70463
C 16.25992 11.32392 -4.33493
C 17.15334 11.77395 -3.23031
O 16.57587 13.05679 -2.95377
O 16.10637 12.05283 -5.55875
H 15.30298 10.97084 -3.95063
H 16.56056 10.31560 -4.61955
H 18.24143 11.80794 -3.28497
H 17.13637 11.13694 -2.34598
H 16.66406 13.59591 -3.74318
H 16.92640 12.11914 -6.05348
C 19.26947 22.02739 -3.94384
C 20.26996 22.60118 -5.03165
O 21.44087 21.81396 -5.20456
O 18.25453 21.28177 -4.48096
H 18.90811 22.91560 -3.42556
H 19.92634 21.57806 -3.19904
H 20.45199 23.61728 -4.68162
H 19.77763 22.63265 -6.00361
H 22.13557 22.44602 -5.00587
H 18.60205 20.65676 -5.12142
C 20.24850 19.68343 1.20845
C 19.65865 19.63884 -0.25064
O 18.85430 18.55762 -0.53977
O 21.22673 20.56140 1.43649
H 20.39654 18.67052 1.58286
H 19.45250 20.16138 1.77946
H 20.58069 19.66047 -0.83157
H 19.14844 20.54795 -0.56893
H 19.48601 17.84501 -0.66111
H 21.98728 20.00687 1.24768
C 15.26339 21.40581 -2.50189
C 16.31303 20.58254 -1.75454
O 17.04547 21.43485 -0.84037
O 15.95332 22.36909 -3.20974
H 14.54944 21.84154 -1.80296
H 14.53193 20.83622 -3.07517
H 17.08540 20.23581 -2.44107
H 16.05512 19.76442 -1.08204
H 16.84554 22.29445 -1.21813
H 16.77845 22.05740 -3.58868
*
```

Löwdin atomic charge list, values in e, 8 entries: atom 1 (Be): 1.2269, atom 2 (C): -0.2920, atom 3 (O): -0.1477, atom 4 (O): -0.1428, atom 5 (C): -0.5174, atom 6 (F): 0.1287, atom 7 (F): 0.1469, atom 8 (F): 0.1361

- Look up the total energy of the fourth one.
  -490.7224 a.u.

- What is the total energy in the first record?
  -1646.7160 a.u.

- Among the records above, which one has the highest total energy?
  C3H3F3O

- Among the records above, which one has the lowest total energy?
  C23H63BeF3O21